Entry 1:
A single C4H8O2 molecule. Source: the OMol25 dataset; level of theory: wB97M-V/def2-TZVPD.

Geometry as XYZ:
```
14
Properties=species:S:1:pos:R:3:forces:R:3:lowdin_charge:R:1
C 0.89616 -1.55472 -0.26147 -0.010 -0.036 -0.039 -0.1091
C 0.68371 -0.58006 0.89561 0.031 0.011 0.062 -0.2295
C 0.28130 0.81725 0.43299 0.236 -0.011 -0.009 -0.1778
O -1.15575 0.91726 0.51158 -0.110 0.037 -0.098 -0.0337
C -1.76748 1.68309 -0.39438 0.082 0.176 -0.273 -0.3525
O -1.24421 2.27117 -1.30447 -0.195 -0.202 0.386 0.0669
H 1.77733 -1.27201 -0.84890 -0.153 -0.032 0.065 0.0754
H 1.05121 -2.57548 0.10221 -0.024 0.143 -0.057 0.0702
H 0.03282 -1.56307 -0.93608 0.092 -0.013 0.107 0.0776
H 1.59847 -0.51430 1.49563 -0.105 0.015 -0.105 0.1081
H -0.10142 -0.94681 1.56669 0.130 0.055 -0.063 0.1115
H 0.69521 1.60130 1.07509 -0.080 -0.108 -0.065 0.1293
H 0.59086 1.01782 -0.59682 0.001 -0.037 0.164 0.1190
H -2.84688 1.69319 -0.18006 0.106 0.002 -0.075 0.1446
```
Positions in Å, forces in eV/Å.

The max |F| is 0.48 eV/Å. Its molecular weight is 88.11 g/mol. For the LUMO energy, the calculation gives 1.00 eV. The energy above the lowest of the compared OMol25 structures with the same formula, charge and spin is 0.657 eV. The value obtained for the HOMO energy is -10.701 eV. The total charge is 0. Its HOMO-LUMO gap is 11.697 eV. As for the electronic energy: -307.68829 Ha. Its SMILES is CCCOC=O.

---

Entry 2:
A molecular structure, C60H49N2O2P2S2SeV in a non-equilibrium geometry. Source: the OMol25 dataset; level of theory: wB97M-V/def2-TZVPD.

Geometry as XYZ:
```
119
Properties=species:S:1:pos:R:3:forces:R:3:mulliken_spin:R:1
V -0.12261 -0.58844 -1.20345 -0.360 -0.757 0.814 2.6741
C -4.58506 -0.68610 -2.48687 0.852 -0.585 0.063 -0.0028
N -3.18964 -0.73229 -1.93666 -0.468 0.121 -0.850 0.0167
P -2.09462 -2.03652 -1.99754 0.333 0.245 0.787 0.0865
C -2.75710 -3.21995 -0.82235 -2.274 0.331 0.281 -0.0146
C -4.14573 -3.26876 -0.60435 -0.340 0.119 -0.463 -0.0007
C -4.76661 -4.13607 0.27986 -0.343 -0.146 0.701 0.0005
C -3.99285 -4.92768 1.09424 2.196 0.225 -1.687 -0.0004
C -2.61063 -4.91473 0.84051 -0.655 -0.263 1.473 0.0038
C -2.01828 -4.06264 -0.05126 0.945 -0.362 -0.333 0.0041
C -2.24679 -2.87716 -3.56991 0.179 1.169 0.492 0.0235
C -2.16447 -4.23222 -3.61994 -0.300 -1.140 -2.082 0.0010
C -2.13435 -4.90635 -4.86732 0.750 0.152 0.821 0.0006
C -2.12811 -4.19503 -6.04843 -0.097 0.738 0.520 -0.0021
C -2.24861 -2.77658 -5.93165 -0.312 -0.887 -1.359 0.0047
C -2.27381 -2.11065 -4.73697 -0.354 -0.471 0.078 -0.0052
P -2.33581 0.62995 -1.35820 -0.212 -0.794 0.067 0.0903
C -3.61392 1.43581 -0.36735 0.118 0.015 -0.471 0.0178
C -4.28078 0.68248 0.61851 2.053 -0.881 0.238 -0.0044
C -5.26849 1.29582 1.33091 -1.035 0.056 0.035 0.0023
C -5.68968 2.59375 1.03805 1.413 -1.337 -0.636 -0.0022
C -5.07493 3.27767 0.02977 1.097 -0.123 -0.959 0.0009
C -4.00420 2.72613 -0.71001 -1.252 -0.865 1.567 -0.0043
C -2.02232 1.75401 -2.69929 -1.440 -1.143 -0.265 -0.1527
C -1.17615 2.74554 -2.38955 2.278 3.272 0.972 0.0968
C -0.80632 3.72242 -3.35281 -0.637 -1.947 -0.447 0.0196
C -1.26497 3.50996 -4.66133 -0.389 -0.268 0.908 -0.0010
C -2.15149 2.45096 -4.98375 1.154 0.238 -0.328 0.0002
C -2.52083 1.58166 -3.98971 -0.059 -0.114 0.032 0.0018
H -5.33182 -0.67328 -1.70426 -0.086 0.066 0.246 0.0001
H -4.77499 -1.52707 -3.15373 0.219 -0.329 0.259 -0.0007
H -4.72604 0.15209 -3.13017 -0.025 0.961 -0.147 0.0025
H -4.78631 -2.62782 -1.16883 -0.243 0.195 -0.299 -0.0001
H -5.83939 -4.25806 0.42765 0.089 0.640 -0.499 -0.0003
H -4.37393 -5.63979 1.76225 -0.656 -0.648 0.927 0.0001
H -1.98073 -5.52435 1.45608 0.292 -0.413 0.124 -0.0002
H -0.96424 -4.09203 -0.22327 0.715 -0.088 0.224 0.0008
H -2.16502 -4.87278 -2.78580 0.059 -0.312 1.236 0.0009
H -1.98398 -5.98232 -4.79717 -0.249 0.149 -0.423 0.0003
H -2.02390 -4.71247 -7.01510 -0.223 0.530 0.519 -0.0001
H -2.42584 -2.21962 -6.83786 0.372 0.186 -0.195 0.0003
H -2.39905 -1.03424 -4.68350 0.229 -0.215 -0.148 -0.0012
H -3.84304 -0.34137 0.89206 -1.076 1.402 -0.509 -0.0022
H -5.88687 0.77566 2.03165 0.150 -0.500 0.577 0.0001
H -6.49427 2.94760 1.58875 -1.337 0.994 0.733 -0.0002
H -5.41186 4.22560 -0.27388 -0.483 1.204 -0.130 0.0004
H -3.55112 3.22310 -1.53936 0.093 0.436 -0.189 0.0002
H -0.70609 2.88583 -1.35960 -0.811 -0.514 -1.222 -0.0462
H -0.06108 4.45937 -3.09893 -0.108 0.259 -0.119 0.0006
H -0.90989 4.15401 -5.42419 0.185 0.476 -0.715 0.0001
H -2.37101 2.18482 -6.02924 -0.070 0.541 0.563 0.0011
H -3.11384 0.70711 -4.22636 -0.052 0.224 0.037 0.0001
C 1.88849 -2.68378 7.09479 -0.974 0.627 -0.644 0.0001
C 1.23591 -2.18328 5.82975 1.025 0.270 -0.599 -0.0008
C 0.71783 -0.87842 5.85972 -0.418 -1.633 -1.225 0.0001
C 0.10723 -0.35040 4.74594 0.115 0.700 0.663 -0.0026
C 0.07576 -1.07931 3.57735 -0.707 0.350 -0.822 0.0024
C 0.58882 -2.34772 3.50032 1.028 0.327 0.387 0.0012
C 1.26919 -2.86225 4.61260 -1.232 -0.050 0.127 0.0024
S -0.85387 -0.36479 2.18965 0.488 0.279 0.397 -0.0232
O -0.34679 -1.01227 0.92350 0.086 -0.409 -0.002 -0.1192
C -0.21511 1.31310 2.09911 -0.027 0.651 -0.105 0.0064
C -1.22012 2.30486 2.13549 1.095 -0.537 -0.780 0.0269
C -0.90651 3.57822 1.71606 -2.163 -0.213 1.016 0.0077
C 0.29375 3.91172 1.15691 2.103 -1.108 -1.055 -0.0189
C 0.58246 5.18164 0.58991 -0.641 1.179 0.635 0.0017
C 1.80063 5.51596 0.13153 1.302 0.078 -1.658 -0.0007
C 2.86756 4.53310 0.07701 -2.361 0.538 0.050 0.0019
C 2.59965 3.27995 0.51797 0.322 -0.966 0.427 0.0019
C 1.32647 2.87752 1.05851 -0.253 1.325 1.365 0.0264
C 1.10534 1.63740 1.73461 -1.324 0.228 -1.630 0.0278
C 2.18089 0.70765 2.11996 -0.338 -0.986 -1.761 0.0194
C 2.61373 0.89455 3.41303 1.265 -0.200 1.288 -0.0015
C 2.25309 2.02325 4.15752 -0.970 0.370 0.516 -0.0015
C 2.59520 2.14154 5.46865 -0.223 1.548 0.328 -0.0002
C 3.40597 1.22371 6.12209 0.035 -1.311 -0.533 0.0001
C 3.83417 0.15265 5.38926 0.233 -0.373 -0.747 0.0006
C 3.46441 -0.05661 4.00703 0.249 0.378 1.298 0.0006
C 3.90968 -1.16470 3.25998 0.380 -0.328 -0.118 -0.0007
C 3.61991 -1.27593 1.92428 -1.314 0.155 0.299 -0.0046
C 2.64492 -0.37675 1.39023 1.404 0.911 -0.242 -0.0473
S 2.26403 -0.35782 -0.34379 0.509 0.396 0.098 0.1281
O 1.76798 -1.72635 -0.73674 -0.248 -0.206 -0.470 -0.0035
C 3.78807 -0.00847 -1.25604 -1.955 0.394 -1.315 0.0058
C 5.08308 -0.27489 -0.92700 -0.194 -0.422 1.699 -0.0001
C 6.05825 -0.17416 -1.85976 1.160 0.312 -0.432 -0.0012
C 5.76937 0.34295 -3.13310 1.637 -0.815 -0.211 -0.0006
C 6.95683 0.35191 -4.08903 -0.109 -0.857 -0.109 0.0003
C 4.46569 0.67552 -3.48016 0.310 -0.081 0.294 0.0027
C 3.47133 0.44705 -2.56317 -0.105 -0.236 1.699 0.0129
H 1.11380 -2.51178 7.82414 -0.056 -0.353 0.799 -0.0001
H 2.69154 -2.00364 7.34572 0.498 -0.175 0.123 -0.0001
H 2.16960 -3.72358 7.06437 0.243 -0.189 0.035 0.0001
H 0.73852 -0.36339 6.76765 0.036 0.937 1.220 0.0002
H -0.27147 0.66512 4.81085 -0.136 -0.088 -0.190 -0.0009
H 0.62006 -2.84663 2.55903 -0.168 -0.443 -0.527 0.0011
H 1.65480 -3.86640 4.52668 0.298 -0.067 0.174 0.0001
H -2.23093 2.02271 2.36987 -0.249 0.064 0.251 0.0014
H -1.70561 4.29734 1.83742 0.123 0.364 -0.259 0.0006
H -0.13605 6.01199 0.58986 -0.196 -0.760 0.090 0.0002
H 1.91766 6.49458 -0.41047 0.103 -1.005 0.967 0.0000
H 3.74100 4.78946 -0.45471 1.118 0.096 -0.131 0.0000
H 3.38266 2.52321 0.48482 -0.083 0.079 -0.095 -0.0013
H 1.55918 2.73116 3.71478 0.324 0.158 0.152 -0.0002
H 2.30324 3.02515 6.03002 -0.236 -0.064 -0.179 0.0000
H 3.60672 1.27571 7.18228 0.238 0.259 -0.042 0.0000
H 4.52592 -0.53746 5.83399 0.107 -0.451 0.137 0.0001
H 4.49032 -1.92567 3.77881 0.099 0.163 -0.241 -0.0002
H 3.93808 -2.11200 1.31905 0.149 -0.054 0.034 -0.0009
H 5.35229 -0.53888 0.07920 -0.005 -0.309 0.285 -0.0001
H 7.07498 -0.49248 -1.52681 -0.781 0.515 -0.761 0.0000
H 6.68595 0.73695 -5.06041 0.018 0.634 -0.162 0.0000
H 7.21925 -0.71647 -4.34518 -0.019 0.981 0.643 -0.0001
H 7.83733 0.87473 -3.65097 -0.641 -0.418 -0.462 0.0000
H 4.18373 1.09506 -4.42812 0.185 -0.047 -0.388 0.0010
H 2.43707 0.61942 -2.78541 -0.300 0.188 -0.341 0.0040
Se 1.19894 -0.12470 -5.96973 -0.685 -0.033 1.146 0.0415
C 0.49491 -0.15393 -4.29012 0.529 0.306 -0.088 0.1177
N 0.15662 -0.10688 -3.16095 0.475 -0.415 -1.136 -0.0260
```
Positions in Å, forces in eV/Å.

The max |F| is 4.10 eV/Å. Its molecular weight is 1086.05 g/mol. For the LUMO energy (alpha / beta), the calculation gives -2.70 / -2.71 eV. Its spin multiplicity is 4. The value obtained for the HOMO energy (alpha / beta) is -9.194 / -9.371 eV. The total charge is +1. Its HOMO-LUMO gap (alpha / beta) is 6.494 / 6.659 eV. As for the electronic energy: -7400.11071 Ha.

---

Entry 3:
2 unconnected molecules or ions with the total composition C3H10NO2 in a non-equilibrium geometry. Source: the OMol25 dataset; level of theory: wB97M-V/def2-TZVPD.

Geometry as XYZ:
```
16
Properties=species:S:1:pos:R:3:forces:R:3:lowdin_charge:R:1
C -0.11101 1.58193 0.07866 0.835 -2.383 0.749 -0.0997
N 0.36088 0.15829 -0.25584 -1.249 1.229 0.036 -0.1602
C -0.28596 -0.83952 0.65180 0.780 0.581 -0.058 -0.2503
C -1.66944 -1.19920 0.05771 0.123 -0.574 0.444 -0.5534
O -1.62314 -1.49249 -1.24931 -0.032 0.569 -0.053 -0.3491
H -0.90743 1.48586 0.81601 -0.337 0.332 -0.173 0.0489
H 0.73318 2.03426 0.59300 -0.013 0.773 -0.419 0.0593
H -0.47584 2.01621 -0.84218 0.208 0.654 0.084 0.0685
H -0.17339 0.02986 -1.12210 0.392 -1.014 -0.188 0.0664
H 0.43724 -1.65177 0.78638 -0.344 -0.305 -0.243 0.0911
H -0.36679 -0.33938 1.62679 -0.151 -0.227 0.148 0.0861
H -2.12937 -2.02089 0.66507 0.233 0.017 0.242 0.0754
H -2.25750 -0.29995 0.39656 -0.427 0.126 -0.500 0.0691
H 3.24219 0.12419 -1.40473 -0.044 0.181 0.713 0.0129
H 2.12616 0.06830 -0.33358 0.500 0.656 -0.162 0.0005
O 3.10023 0.34430 -0.46422 -0.475 -0.616 -0.621 -0.1657
```
Positions in Å, forces in eV/Å.

The max |F| is 2.63 eV/Å. Its molecular weight is 92.12 g/mol. For the LUMO energy, the calculation gives 4.14 eV. The energy above the lowest of the compared OMol25 structures with the same formula, charge and spin is 1.189 eV. The value obtained for the HOMO energy is -2.749 eV. The total charge is -1. Its HOMO-LUMO gap is 6.893 eV. As for the electronic energy: -325.51098 Ha.

---

Entry 4:
A molecular structure, C20H19N3 in a non-equilibrium geometry. Source: the OMol25 dataset; level of theory: wB97M-V/def2-TZVPD.

Geometry as XYZ:
```
42
Properties=species:S:1:pos:R:3:forces:R:3:lowdin_charge:R:1
C -2.96064 -1.62676 3.05622 -0.386 -0.062 -0.062 -0.1501
C -1.79703 -2.62380 3.14950 0.347 -0.004 0.155 -0.1478
C -1.11059 -2.66036 1.78065 0.198 -0.443 0.144 -0.1011
N -1.71391 -1.54665 1.01721 0.147 0.779 -1.514 -0.0148
C -1.32686 -1.21036 -0.18329 -1.376 1.384 3.063 0.0289
C -1.92736 -0.11141 -0.89354 -1.174 1.527 -0.795 -0.1719
C -1.99113 1.21562 -0.37500 0.041 -0.832 -0.184 -0.0397
C -2.65894 2.21446 -1.07163 0.000 -0.063 -0.237 -0.0761
C -3.24569 1.94090 -2.31596 0.221 -0.338 0.095 -0.0723
C -3.13120 0.65979 -2.87138 -0.133 0.375 0.104 -0.0666
C -2.49267 -0.35655 -2.17118 0.424 -0.220 0.724 -0.0165
C -2.78073 -0.84503 1.75221 -0.386 0.212 0.698 -0.1129
H -3.92110 -2.14922 3.03507 0.147 0.054 0.095 0.1118
H -2.96909 -0.93531 3.90249 -0.073 -0.213 -0.066 0.1115
H -1.07219 -2.29337 3.89749 -0.143 -0.104 -0.005 0.1116
H -2.13776 -3.62269 3.42524 0.048 0.154 0.072 0.1135
H -0.02246 -2.53145 1.86355 -0.370 0.046 -0.188 0.1274
H -1.27905 -3.61889 1.26502 -0.018 0.484 -0.013 0.1361
H -0.50683 -1.83596 -0.71000 -0.091 -0.097 0.054 0.0122
H -1.50727 1.43499 0.57948 -0.167 0.023 -0.331 0.1125
H -2.72518 3.21740 -0.64371 0.050 -0.321 -0.164 0.1084
H -3.78261 2.72380 -2.85269 0.199 -0.211 0.140 0.1058
H -3.54971 0.45104 -3.85800 0.078 0.056 0.343 0.1117
H -2.44724 -1.37555 -2.56597 -0.027 0.352 -0.015 0.1061
H -3.71134 -0.79198 1.16951 0.443 -0.098 -0.051 0.1427
H -2.48274 0.18756 1.97665 0.040 -0.409 -0.214 0.1140
C 0.18986 -2.66909 -1.53455 2.614 -2.839 -2.705 -0.3138
C 0.96088 -3.56832 -0.70067 0.495 -0.815 1.314 -0.2553
N 1.52612 -4.26884 0.04674 -0.846 1.185 -1.041 0.1410
C 1.10047 -1.89739 -2.46904 0.039 0.482 0.059 -0.1906
C 0.63369 -1.46109 -3.72250 0.374 0.010 0.008 -0.0471
C 1.52926 -0.94831 -4.66522 -0.014 -0.079 0.334 -0.0859
C 2.89051 -0.85332 -4.36115 -0.019 0.029 0.071 -0.1055
C 3.33515 -1.16315 -3.07199 -0.329 0.101 0.005 -0.0876
C 2.43491 -1.62976 -2.11047 -0.106 -0.055 -0.330 -0.0426
C -0.70365 -3.50099 -2.31801 -1.067 -0.900 -0.575 -0.2507
N -1.42255 -4.18378 -2.93722 0.840 1.224 0.978 0.1441
H -0.42656 -1.55731 -3.97197 0.405 -0.103 0.013 0.1004
H 1.15949 -0.64391 -5.64549 0.131 -0.106 0.252 0.1017
H 3.60100 -0.52757 -5.12379 -0.229 -0.045 0.262 0.0981
H 4.38888 -1.05551 -2.81086 -0.293 0.032 -0.080 0.1018
H 2.77324 -1.83480 -1.09107 -0.034 -0.151 -0.415 0.1077
```
Positions in Å, forces in eV/Å.

The max |F| is 4.71 eV/Å. Its molecular weight is 301.39 g/mol. For the LUMO energy, the calculation gives -0.63 eV. The energy above the lowest of the compared OMol25 structures with the same formula, charge and spin is 3.611 eV. The value obtained for the HOMO energy is -7.158 eV. The total charge is 0. Its HOMO-LUMO gap is 6.527 eV. As for the electronic energy: -937.66095 Ha.

---

Among the records above, which one has the highest total charge? C60H49N2O2P2S2SeV

---

Among the records above, which one has the highest total charge? C60H49N2O2P2S2SeV